1.
Density functional theory data (ωB97M-V/def2-TZVPD) for a gas-phase ion, C10H12N3 (charge +1) at a distorted geometry.

```
25
Properties=species:S:1:pos:R:3:forces:R:3:mulliken_charge:R:1
C 3.501 -0.761 -1.045 -0.021 0.567 -0.088 -0.563
C 2.175 -0.376 -0.974 -0.349 -0.240 -1.800 -0.089
C 4.266 -0.496 0.090 1.433 -0.742 0.464 -0.218
C 2.534 0.378 1.175 1.005 -0.318 1.002 -0.241
C 1.620 0.252 0.123 2.581 -0.317 1.273 -0.493
C -1.723 1.371 -1.044 2.405 2.998 -3.643 -0.703
C -0.388 1.471 -0.937 -0.149 -2.469 2.705 -0.528
C -1.959 -0.288 0.648 0.922 0.395 -0.446 0.665
C -2.505 0.976 0.087 -3.480 -1.171 0.412 -0.626
C 0.264 0.773 0.346 -1.939 1.289 -0.447 0.635
N 3.851 -0.005 1.257 -3.009 0.636 -1.729 -0.584
N -0.640 -0.350 0.719 -0.822 -0.388 0.598 -0.162
N -2.720 -1.297 0.965 -2.610 -1.012 0.411 -0.378
H 3.897 -1.130 -2.024 -0.179 0.210 1.342 0.345
H 1.636 -0.526 -1.893 -0.611 -0.016 -0.128 0.441
H 5.313 -0.728 0.168 0.419 -0.286 -0.656 0.406
H 2.188 0.797 2.090 -0.361 0.490 0.709 0.387
H -2.221 1.952 -1.865 0.383 -1.038 0.664 0.350
H 0.446 1.759 -1.518 -0.165 0.904 -1.401 0.593
H -2.302 1.749 0.741 0.266 1.544 2.189 0.318
H -3.650 1.081 -0.066 1.957 -0.953 0.153 0.384
H 0.301 1.530 1.215 -0.193 -1.100 -1.178 0.281
H -0.259 -1.185 1.158 0.311 0.293 -0.209 0.320
H -3.736 -1.331 1.018 0.132 1.640 -0.473 0.267
H -2.562 -2.265 1.085 2.075 -0.914 0.275 0.194
```
Forces are in eV/Å.

Output
Relative energy (zero: lowest compared OMol25 entry of this formula, charge and spin) = 0.0 kcal/mol
Total charge = +1
Structure (SMILES) = [NH2+]=C1CC=C[C@H](c2cccnc2)N1


2.
Density functional theory data (ωB97M-V/def2-TZVPD) for 3 unconnected molecules or ions with the total composition C13H35O7PS2.

```
58
Properties=species:S:1:pos:R:3:forces:R:3:mulliken_charge:R:1
C 1.665 2.122 -5.056 -0.001 0.078 -0.057 -0.962
C 2.917 1.261 -4.996 -0.081 -0.103 0.059 -0.284
O 3.638 1.396 -3.785 0.039 -0.041 0.028 -0.417
C 3.013 0.806 -2.653 0.041 -0.078 0.015 -0.839
C 2.533 1.863 -1.669 -0.057 -0.021 0.022 0.210
C 3.698 2.570 -0.982 -0.010 0.001 -0.066 -0.565
C 3.333 3.762 -0.071 0.009 -0.042 0.031 -0.950
C 2.064 4.529 -0.434 0.006 0.000 -0.057 -1.193
P 2.219 5.562 -2.041 0.103 -0.025 0.013 0.031
H 0.845 1.714 -4.460 0.071 0.005 0.035 0.265
H 1.317 2.206 -6.088 -0.023 -0.039 0.037 0.414
H 1.887 3.127 -4.690 0.006 -0.017 -0.060 0.136
H 2.658 0.203 -5.148 0.028 0.068 -0.061 0.328
H 3.613 1.546 -5.787 -0.006 0.035 0.055 0.342
H 3.761 0.154 -2.182 -0.064 0.033 0.001 0.350
H 2.178 0.169 -2.970 0.022 0.031 -0.012 0.461
H 1.928 2.573 -2.236 -0.036 0.028 0.027 0.093
H 1.863 1.404 -0.934 0.018 0.064 -0.009 0.117
H 4.404 2.883 -1.757 -0.077 0.040 -0.001 0.348
H 4.230 1.826 -0.379 0.075 0.050 -0.038 0.233
H 3.269 3.418 0.965 -0.085 -0.016 -0.043 0.415
H 4.170 4.472 -0.089 0.012 -0.060 0.054 0.379
H 1.202 3.860 -0.529 0.013 0.036 0.036 0.397
H 1.828 5.234 0.371 0.033 -0.012 -0.012 0.603
H 3.642 5.386 -2.027 -0.003 0.027 0.015 0.002
H 1.639 6.697 -1.416 -0.044 0.021 -0.005 0.049
H 1.341 4.698 -2.756 -0.029 -0.039 -0.009 0.013
H 2.373 6.352 -3.269 -0.009 0.000 0.001 0.061
O 2.246 -0.387 2.867 0.045 0.009 0.027 -0.691
S 1.339 -0.593 1.778 -0.022 -0.033 0.014 1.277
O 0.496 0.489 1.368 -0.001 0.027 -0.079 -0.614
O 0.465 -1.880 2.068 -0.019 0.042 -0.016 -0.271
C -0.123 -2.002 3.397 -0.018 -0.075 0.094 -0.430
C -1.359 -1.150 3.558 -0.041 0.052 -0.086 -0.941
C 2.205 -1.212 0.379 0.057 -0.028 -0.003 -0.777
H 0.647 -1.762 4.129 0.010 0.009 -0.011 0.364
H -0.359 -3.061 3.471 -0.020 0.005 -0.031 0.269
H -1.123 -0.087 3.539 0.042 -0.006 0.013 0.361
H -1.828 -1.390 4.512 -0.003 0.008 0.006 0.390
H -2.077 -1.367 2.768 0.017 -0.001 0.056 0.188
H 2.816 -2.056 0.686 -0.016 -0.007 0.012 0.459
H 2.830 -0.398 0.018 0.006 -0.006 0.013 0.059
H 1.481 -1.500 -0.379 0.004 0.014 -0.010 0.311
O -3.612 -3.380 2.593 0.057 -0.041 0.034 -0.588
S -4.655 -3.555 1.624 -0.022 -0.001 0.007 1.240
O -5.571 -2.482 1.400 -0.034 0.016 -0.031 -0.630
O -5.448 -4.884 1.962 -0.007 0.021 -0.008 -0.310
C -5.851 -5.086 3.346 0.011 -0.038 0.063 -0.317
C -7.073 -4.274 3.708 -0.008 -0.001 -0.031 -0.966
C -3.971 -4.070 0.090 0.014 0.002 -0.013 -0.976
H -4.999 -4.854 3.985 0.007 0.006 -0.007 0.304
H -6.046 -6.154 3.400 -0.014 0.006 -0.019 0.269
H -6.859 -3.206 3.705 0.008 -0.004 -0.002 0.294
H -7.405 -4.560 4.707 -0.002 0.008 0.007 0.386
H -7.882 -4.466 3.004 -0.005 -0.005 0.012 0.268
H -3.305 -4.909 0.267 0.001 -0.003 -0.007 0.306
H -3.424 -3.215 -0.302 0.001 0.000 -0.002 0.373
H -4.785 -4.339 -0.578 0.002 0.003 -0.004 0.357
```
Forces are in eV/Å.

Output
Relative energy (zero: lowest compared OMol25 entry of this formula, charge and spin) = 1.3 kcal/mol
Structure (SMILES) = CCOCCCCC[PH4].CCOS(C)(=O)=O.CCOS(C)(=O)=O


3.
Density functional theory data (ωB97M-V/def2-TZVPD) for 2 unconnected molecules or ions with the total composition C6H13N2P at a distorted geometry.

```
22
Properties=species:S:1:pos:R:3:forces:R:3:mulliken_charge:R:1
C -1.741 -1.099 0.789 3.023 -0.858 -2.945 -0.538
C -1.489 -2.223 0.075 0.036 0.312 0.269 -0.654
C -0.787 -0.033 0.501 0.929 2.537 -0.303 -0.003
C 0.150 -0.452 -0.343 2.066 1.110 -2.105 0.307
C -0.909 1.489 0.937 -1.596 -3.179 -0.071 -0.524
C 1.941 0.750 -1.595 -3.136 0.011 0.242 -0.679
N -1.694 1.443 2.208 -0.614 0.297 2.270 -0.273
N 2.816 -0.348 -2.076 -2.304 0.559 1.123 -0.133
P -0.122 -2.075 -1.074 0.991 0.283 0.792 -0.061
H -2.579 -0.913 1.293 -3.404 0.221 2.155 0.476
H -2.070 -3.105 -0.032 -0.698 -0.531 0.559 0.443
H -1.532 2.027 0.269 -0.429 0.372 -0.940 0.276
H 0.007 1.989 1.047 1.207 0.469 0.396 0.414
H 2.184 1.311 -0.716 0.839 -0.010 0.031 0.367
H 1.517 1.315 -2.465 0.194 -0.602 1.185 0.314
H -1.104 1.446 3.035 0.811 0.390 0.194 0.401
H -2.093 0.479 2.367 -0.539 1.473 -0.588 0.271
H -2.348 2.266 2.418 0.570 -1.621 -0.781 0.398
H 2.364 -1.188 -1.661 0.709 -0.048 -1.161 0.275
H 3.719 -0.254 -1.698 1.848 -0.005 0.522 0.355
H 2.835 -0.243 -3.085 0.122 -0.967 -0.290 0.373
H 0.937 -2.579 -0.197 -0.624 -0.211 -0.556 0.195
```
Forces are in eV/Å.

Output
Relative energy (zero: lowest compared OMol25 entry of this formula, charge and spin) = 56.7 kcal/mol
Total charge = +2